The following is a quantum chemistry calculation of C4H7NS in the gas phase in a non-equilibrium geometry, from the OMol25 dataset.

- Net charge: 0
- HOMO energy: -8.6298 eV
- Total energy: -16585.158 eV
- Frontier orbital gap: 9.206 eV

Each line ends with the Löwdin charge.
Geometry (Å):
C -1.245694 1.225381 -0.095202  -0.09
C -1.472555 -0.283458 0.113554  -0.13
C -0.578558 -1.275307 0.028004  -0.11
C 0.879695 -1.097090 -0.095213  -0.31
N 1.544248 -0.134930 0.413614  -0.37
S 3.199718 0.095265 -0.036776  0.69
H -0.247534 1.456172 -0.466443  0.05
H -1.432954 1.751088 0.862455  0.08
H -1.971005 1.617326 -0.802343  0.06
H -2.520711 -0.557922 0.314608  0.10
H -0.842026 -2.317716 0.057756  0.09
H 1.443740 -1.881471 -0.582135  0.09
H 3.243640 1.402664 0.288125  -0.16

Cartesian forces, eV/Å:
C -0.049 -0.883 0.746
C -0.326 0.591 -0.262
C 0.722 0.706 0.397
C 0.809 0.175 0.273
N -0.336 1.003 -0.461
S -0.546 -0.345 0.265
H -0.063 -0.086 0.243
H 0.276 -0.188 -0.451
H -0.210 -0.099 -0.109
H 0.483 0.058 -0.277
H -0.524 -0.183 0.152
H -0.119 -0.443 -0.604
H -0.118 -0.308 0.087